Density functional theory data (the ωB97M-V functional and the def2-TZVPD basis) for a cluster of 2 separate species, C4H12NO in total.

Summary:
- DFT total energy (Ha) = -289.13932
- molar mass (g mol⁻¹) = 90.1
- energy relative to the best compared isomer or geometry (same formula, charge and spin) (kJ/mol) = 618.4
- LUMO level (eV) = -8.9

```
! wB97M-V def2-TZVPD RIJCOSX def2/J DEFGRID3
* xyz 1 1
O 3.338 -0.611 0.497
C 2.168 0.049 0.620
C 1.508 0.069 -0.868
N 0.337 0.665 -0.889
C -2.523 0.560 0.240
C -2.324 -0.962 0.146
H 4.034 -0.197 1.029
H 2.218 1.099 0.912
H 1.470 -0.437 1.308
H 1.284 -1.005 -1.075
H 2.229 0.490 -1.570
H -1.493 0.953 0.256
H 0.398 1.483 -1.522
H -2.967 0.956 -0.675
H -2.967 0.941 1.141
H -2.844 -1.426 -0.685
H -2.614 -1.445 1.074
H -1.252 -1.180 0.063
*
```

Per-atom Mulliken charges, elementary charge units: O -0.41; C -0.30; C -0.43; N -0.05; C -0.61; C -0.68; H 0.37; H 0.38; H 0.31; H 0.31; H 0.42; H 0.12; H 0.30; H 0.27; H 0.34; H 0.30; H 0.29; H 0.06


Density functional theory data (the ωB97M-V functional and the def2-TZVPD basis) for a cluster of 2 separate species, C4H12NO in total.

Summary:
- DFT total energy (Ha) = -289.31413
- molar mass (g mol⁻¹) = 90.1
- energy relative to the best compared isomer or geometry (same formula, charge and spin) (kJ/mol) = 159.4
- LUMO level (eV) = -3.3

```
! wB97M-V def2-TZVPD RIJCOSX def2/J DEFGRID3
* xyz 1 1
C 1.650 1.182 0.571
C 1.259 0.195 -0.545
C -0.159 0.425 -0.949
C -0.578 1.415 -1.700
N -1.099 -0.437 -0.201
H 2.569 0.819 1.032
H 1.687 2.244 0.319
H 0.937 1.271 1.393
H 1.875 0.335 -1.432
H 1.645 -0.793 -0.288
H -0.062 2.337 -1.890
H -1.616 1.584 -2.030
H -1.173 -0.310 0.815
H -0.697 -1.372 -0.312
H -2.064 -0.395 -0.539
H -0.671 -3.088 1.979
H -2.146 -2.936 2.037
O -1.359 -2.477 1.739
*
```

Per-atom Mulliken charges, elementary charge units: C -1.06; C -0.62; C 0.47; C -0.95; N -0.22; H 0.33; H 0.35; H 0.31; H 0.32; H 0.38; H 0.28; H 0.26; H 0.38; H 0.41; H 0.34; H 0.31; H 0.31; O -0.60


Density functional theory data (the ωB97M-V functional and the def2-TZVPD basis) for a cluster of 2 separate species, C4H12NO in total.

Summary:
- DFT total energy (Ha) = -289.31516
- molar mass (g mol⁻¹) = 90.1
- energy relative to the best compared isomer or geometry (same formula, charge and spin) (kJ/mol) = 156.7
- LUMO level (eV) = -5.0

```
! wB97M-V def2-TZVPD RIJCOSX def2/J DEFGRID3
* xyz 1 1
C 1.584 1.202 0.069
C 0.720 0.478 1.116
C -0.702 0.327 0.584
C -2.048 -1.695 0.853
N -1.406 -0.746 1.386
H 2.595 0.820 -0.053
H 1.069 1.097 -0.886
H 1.745 2.264 0.258
H 1.092 -0.541 1.243
H 0.673 1.083 2.021
H -1.324 1.204 0.755
H -0.733 0.034 -0.465
H -2.048 -1.802 -0.225
H -2.662 -2.386 1.422
H -1.115 -0.688 2.359
H 1.159 -0.847 -3.808
H 0.842 0.553 -3.349
O 0.559 -0.357 -3.281
*
```

Per-atom Mulliken charges, elementary charge units: C -0.94; C -0.36; C -0.50; C -0.12; N 0.01; H 0.33; H 0.11; H 0.33; H 0.37; H 0.32; H 0.23; H 0.33; H 0.27; H 0.28; H 0.31; H 0.32; H 0.32; O -0.63


Density functional theory data (the ωB97M-V functional and the def2-TZVPD basis) for a cluster of 2 separate species, C4H12NO in total.

Summary:
- DFT total energy (Ha) = -289.30591
- molar mass (g mol⁻¹) = 90.1
- energy relative to the best compared isomer or geometry (same formula, charge and spin) (kJ/mol) = 181.0
- LUMO level (eV) = -3.4

```
! wB97M-V def2-TZVPD RIJCOSX def2/J DEFGRID3
* xyz 1 1
C 0.846 0.399 -1.489
N 0.695 1.724 -0.701
C -0.524 1.482 0.261
C -0.982 0.019 -0.115
C -0.630 -0.181 -1.599
H 1.325 -0.478 -0.859
H 1.308 0.544 -2.482
H 1.576 2.046 -0.350
H 0.434 2.524 -1.425
H -0.142 1.655 1.305
H -1.283 2.093 -0.103
H -1.936 -0.186 0.354
H -0.230 -0.610 0.363
H -0.424 -1.207 -1.923
H -1.363 0.206 -2.400
H 0.631 -2.672 3.914
H -0.451 -3.218 2.777
O 0.429 -2.885 2.924
*
```

Per-atom Mulliken charges, elementary charge units: C -0.65; N -0.21; C -0.53; C -0.47; C -0.56; H 0.36; H 0.36; H 0.33; H 0.40; H 0.34; H 0.35; H 0.40; H 0.27; H 0.32; H 0.28; H 0.34; H 0.32; O -0.66


Density functional theory data (the ωB97M-V functional and the def2-TZVPD basis) for a cluster of 2 separate species, C4H12NO2 in total.

Summary:
- DFT total energy (Ha) = -364.81943
- molar mass (g mol⁻¹) = 106.1
- energy relative to the best compared isomer or geometry (same formula, charge and spin) (kJ/mol) = 94.7
- LUMO level (eV) = 3.9

```
! wB97M-V def2-TZVPD RIJCOSX def2/J DEFGRID3
* xyz -1 1
C -1.991 -0.899 -1.104
C -0.781 -0.021 -1.400
N -0.071 0.406 -0.195
C 0.829 -0.548 0.424
C 0.721 -0.343 2.032
O 0.102 0.786 2.384
H -2.713 -0.323 -0.540
H -1.663 -1.706 -0.446
H -2.407 -1.360 -1.989
H -0.027 -0.580 -1.959
H -0.970 0.867 -2.009
H -0.504 0.874 0.631
H 1.875 -0.429 0.101
H 0.539 -1.569 0.187
H 0.198 -1.251 2.389
H 1.765 -0.408 2.379
H 1.641 2.571 0.378
H 1.453 1.593 -0.780
O 2.002 2.343 -0.483
*
```

Per-atom Mulliken charges, elementary charge units: C -1.07; C -0.66; N -0.19; C -0.64; C -0.27; O -0.93; H 0.28; H 0.23; H 0.40; H 0.35; H 0.38; H 0.18; H 0.26; H 0.31; H 0.19; H 0.20; H 0.32; H 0.39; O -0.73


Density functional theory data (the ωB97M-V functional and the def2-TZVPD basis) for a cluster of 2 separate species, C4H12NO2 in total.

Summary:
- DFT total energy (Ha) = -364.81487
- molar mass (g mol⁻¹) = 106.1
- energy relative to the best compared isomer or geometry (same formula, charge and spin) (kJ/mol) = 106.7
- LUMO level (eV) = 4.0

```
! wB97M-V def2-TZVPD RIJCOSX def2/J DEFGRID3
* xyz -1 1
C -0.888 1.265 1.357
C 0.457 0.655 0.832
C 1.046 -0.352 1.860
N 0.335 0.079 -0.495
C -0.518 -1.232 -0.545
O 0.170 -2.322 -0.287
H -0.610 2.270 1.667
H -1.700 1.037 0.682
H -1.070 0.707 2.287
H 1.223 1.448 0.847
H 1.098 0.271 2.773
H 0.398 -1.217 1.981
H 2.075 -0.656 1.658
H 1.187 -0.416 -0.759
H -1.389 -1.097 0.121
H -0.935 -1.169 -1.608
H 0.409 1.537 -2.795
H -0.455 0.839 -1.759
O -0.516 1.574 -2.496
*
```

Per-atom Mulliken charges, elementary charge units: C -1.44; C 0.38; C -1.49; N -0.48; C -0.31; O -0.84; H 0.35; H 0.42; H 0.32; H 0.31; H 0.44; H 0.31; H 0.38; H 0.19; H 0.17; H 0.21; H 0.27; H 0.57; O -0.77


Density functional theory data (the ωB97M-V functional and the def2-TZVPD basis) for a cluster of 2 separate species, C4H12NO2 in total.

Summary:
- DFT total energy (Ha) = -364.56732
- molar mass (g mol⁻¹) = 106.1
- energy relative to the best compared isomer or geometry (same formula, charge and spin) (kJ/mol) = 178.3
- LUMO level (eV) = -3.5

```
! wB97M-V def2-TZVPD RIJCOSX def2/J DEFGRID3
* xyz 1 1
C 0.800 0.533 -0.986
C 0.455 -0.104 0.356
C -0.771 0.561 0.949
C -2.138 -0.077 0.553
O -2.229 -1.077 -0.089
N 1.650 0.467 1.281
H 1.329 1.476 -0.887
H -0.025 0.862 -1.627
H 1.286 -0.157 -1.677
H 0.552 -1.181 0.416
H -0.815 1.625 0.677
H -0.782 0.700 2.041
H -2.973 0.551 0.899
H 1.355 1.294 1.799
H 2.408 0.709 0.648
H 1.939 -0.232 1.966
H -0.547 -2.331 -2.810
H -1.161 -1.753 -1.523
O -0.334 -1.864 -1.987
*
```

Per-atom Mulliken charges, elementary charge units: C -1.69; C 0.49; C -1.01; C -0.07; O -0.50; N -0.37; H 0.62; H 0.38; H 0.30; H 0.47; H 0.46; H 0.45; H 0.36; H 0.33; H 0.36; H 0.34; H 0.30; H 0.37; O -0.59


Density functional theory data (the ωB97M-V functional and the def2-TZVPD basis) for a cluster of 3 separate species, C4H12NO2 in total.

Summary:
- DFT total energy (Ha) = -364.54871
- molar mass (g mol⁻¹) = 106.1
- energy relative to the best compared isomer or geometry (same formula, charge and spin) (kJ/mol) = 227.1
- LUMO level (eV) = -4.7

```
! wB97M-V def2-TZVPD RIJCOSX def2/J DEFGRID3
* xyz 1 1
C -1.243 0.016 3.354
C -0.455 0.361 2.132
C -1.030 0.536 0.941
N -0.256 1.111 -0.099
C -0.586 1.176 -1.318
H -2.134 -0.555 3.134
H -0.636 -0.723 3.886
H -1.376 0.885 3.978
H 0.581 0.665 2.265
H -2.110 0.606 0.940
H 0.679 1.369 0.210
H 0.003 1.753 -2.017
H -1.563 0.815 -1.606
H 1.961 -0.849 -4.197
H 0.948 -1.974 -3.873
O 1.142 -1.062 -3.758
H 1.856 -1.287 -2.143
H 2.443 -1.650 -0.659
O 1.774 -1.194 -1.170
*
```

Per-atom Mulliken charges, elementary charge units: C -1.23; C -0.23; C 0.03; N 0.06; C -0.13; H 0.36; H 0.35; H 0.32; H 0.30; H 0.31; H 0.30; H 0.26; H 0.26; H 0.34; H 0.34; O -0.71; H 0.38; H 0.31; O -0.64


Density functional theory data (the ωB97M-V functional and the def2-TZVPD basis) for a cluster of 2 separate species, C4H12NO2 in total.

Summary:
- DFT total energy (Ha) = -364.59475
- molar mass (g mol⁻¹) = 106.1
- energy relative to the best compared isomer or geometry (same formula, charge and spin) (kJ/mol) = 106.3
- LUMO level (eV) = -3.5

```
! wB97M-V def2-TZVPD RIJCOSX def2/J DEFGRID3
* xyz 1 1
O -2.536 1.642 0.036
C -1.492 1.658 0.641
C -0.659 0.398 0.617
C 0.844 0.454 0.774
C 1.571 1.058 -0.417
N -1.057 -0.404 -0.572
H -1.175 2.550 1.203
H -0.957 -0.147 1.523
H 1.255 -0.510 1.083
H 1.050 1.093 1.636
H 1.140 2.028 -0.698
H 2.599 1.294 -0.159
H 1.586 0.438 -1.302
H -1.011 0.185 -1.391
H -2.046 -0.679 -0.566
H -0.471 -1.249 -0.616
H -0.048 -3.603 -0.123
H 1.031 -3.350 -1.086
O 0.374 -2.857 -0.581
*
```

Per-atom Mulliken charges, elementary charge units: O -0.46; C -0.02; C 0.11; C -0.55; C -1.25; N -0.20; H 0.39; H 0.20; H 0.38; H 0.37; H 0.35; H 0.38; H 0.33; H 0.40; H 0.38; H 0.21; H 0.30; H 0.30; O -0.63


Density functional theory data (the ωB97M-V functional and the def2-TZVPD basis) for a cluster of 2 separate species, C4H12NO2 in total.

Summary:
- DFT total energy (Ha) = -364.53021
- molar mass (g mol⁻¹) = 106.1
- energy relative to the best compared isomer or geometry (same formula, charge and spin) (kJ/mol) = 275.7
- LUMO level (eV) = -3.3

```
! wB97M-V def2-TZVPD RIJCOSX def2/J DEFGRID3
* xyz 1 1
C 1.794 -0.480 -0.423
C -0.785 0.480 -2.139
C -0.800 -0.981 2.254
C 0.679 -0.125 0.498
N -0.657 0.730 -0.705
O 0.818 0.935 1.272
O 0.031 -1.106 1.045
H 1.503 -1.336 -1.121
H 2.631 -0.648 0.199
H 1.989 0.388 -1.070
H -1.545 -0.275 -2.282
H -1.002 1.249 -2.861
H 0.197 -0.039 -2.478
H -1.750 -1.567 2.205
H -1.190 0.032 2.224
H -0.275 -1.171 3.177
H -0.369 1.732 -0.840
H -1.532 0.842 -0.172
H 1.665 1.581 1.287
*
```

Per-atom Mulliken charges, elementary charge units: C -1.47; C -0.84; C -0.65; C 1.16; N -0.40; O -0.53; O -0.32; H 0.32; H 0.42; H 0.43; H 0.33; H 0.35; H 0.25; H 0.29; H 0.30; H 0.29; H 0.33; H 0.33; H 0.41


Density functional theory data (the ωB97M-V functional and the def2-TZVPD basis) for a cluster of 2 separate species, C4H12NO2 in total.

Summary:
- DFT total energy (Ha) = -364.47541
- molar mass (g mol⁻¹) = 106.1
- energy relative to the best compared isomer or geometry (same formula, charge and spin) (kJ/mol) = 419.6
- LUMO level (eV) = -3.2

```
! wB97M-V def2-TZVPD RIJCOSX def2/J DEFGRID3
* xyz 1 1
C -0.371 1.174 2.012
C -0.069 -0.654 -1.895
C 1.632 0.135 -0.226
C -0.826 -0.167 0.446
N 0.153 0.162 -0.727
O -1.981 0.209 -0.157
O -0.761 -1.428 0.813
H -1.369 1.197 2.458
H 0.337 0.786 2.781
H 0.072 2.095 1.480
H -0.501 -1.669 -1.617
H -0.760 -0.143 -2.688
H 0.925 -0.812 -2.347
H 2.237 1.030 -0.425
H 1.467 0.096 0.929
H 2.264 -0.735 -0.608
H 0.111 1.214 -0.991
H -2.623 -0.623 -0.162
H 0.063 -1.867 0.924
*
```

Per-atom Mulliken charges, elementary charge units: C -0.80; C -0.79; C -0.71; C 0.15; N -0.02; O -0.50; O -0.48; H 0.35; H 0.36; H 0.30; H 0.31; H 0.27; H 0.43; H 0.29; H 0.29; H 0.33; H 0.41; H 0.41; H 0.39


Density functional theory data (the ωB97M-V functional and the def2-TZVPD basis) for a cluster of 2 separate species, C4H12NO2 in total.

Summary:
- DFT total energy (Ha) = -364.47140
- molar mass (g mol⁻¹) = 106.1
- energy relative to the best compared isomer or geometry (same formula, charge and spin) (kJ/mol) = 430.1
- LUMO level (eV) = -3.4

```
! wB97M-V def2-TZVPD RIJCOSX def2/J DEFGRID3
* xyz 1 1
C 0.505 1.422 0.977
C -1.379 1.086 -1.087
C 0.158 -1.930 1.127
C 0.700 0.130 0.258
N -0.436 -0.049 -0.936
O -0.461 -2.510 -0.016
O 1.825 0.067 -0.447
H 0.804 2.406 0.407
H -0.496 1.677 1.302
H 1.203 1.384 1.795
H -0.776 1.891 -1.303
H -2.059 0.802 -1.882
H -2.015 1.107 -0.265
H 1.104 -2.437 1.386
H -0.479 -1.735 2.043
H -0.764 -1.030 -0.665
H 0.075 -0.251 -1.801
H 0.164 -2.893 -0.629
H 2.327 0.862 -0.263
*
```

Per-atom Mulliken charges, elementary charge units: C -1.65; C -1.07; C -0.19; C 0.68; N -0.32; O -0.56; O -0.49; H 0.41; H 0.41; H 0.42; H 0.39; H 0.38; H 0.41; H 0.31; H 0.28; H 0.51; H 0.35; H 0.36; H 0.37


Density functional theory data (the ωB97M-V functional and the def2-TZVPD basis) for a structure of composition C4H12NO3.

Summary:
- <S²> = 0.76
- DFT total energy (Ha) = -439.88401
- molar mass (g mol⁻¹) = 122.1
- energy relative to the best compared isomer or geometry (same formula, charge and spin) (kJ/mol) = 281.4
- LUMO level (spin up / spin down) (eV) = 0.5 / -3.0

```
! wB97M-V def2-TZVPD RIJCOSX def2/J DEFGRID3
* xyz 0 2
C 0.575 -0.105 -1.632
N -0.577 0.004 -0.731
C -0.211 0.242 0.667
C 0.680 -0.832 1.350
O 1.073 -0.358 2.591
C 0.331 1.658 0.860
O 0.262 1.976 2.223
H 1.431 -0.309 -0.976
H 0.638 -0.950 -2.348
H 0.500 0.841 -2.271
H -1.150 0.812 -1.172
H -1.202 0.240 1.121
H 0.075 -1.683 1.193
H 1.529 -0.884 0.734
H 0.487 0.738 2.725
H 1.426 1.991 0.634
H -0.440 2.289 0.322
H -1.480 -2.207 -1.135
H -1.705 -1.375 -2.345
O -2.240 -2.090 -1.812
*
```

Per-atom Mulliken charges, elementary charge units: C -0.84; N -0.19; C -0.50; C -0.22; O -0.55; C -0.18; O -0.46; H 0.27; H 0.31; H 0.31; H 0.27; H 0.24; H 0.34; H 0.28; H 0.38; H 0.21; H 0.33; H 0.31; H 0.33; O -0.64